# 1
ORCA calculation (the ωB97M-V functional and the def2-TZVPD basis) on a cluster of 7 separate species, C12H38O13 in total at a distorted geometry.

Summary:
E_tot = -1458.0152 Eh
energy above the lowest of the compared OMol25 structures with the same formula, charge and spin = 4.0 kJ/mol
highest occupied orbital energy = -0.3621 hartree
structure (SMILES) = OCCO.OCCO.OCCO.OCCO.OCCO.OCCO.O
frontier orbital gap = 9.9 eV
F_max = 2.06 eV/Å

Last column: Löwdin charge in e.
Element x y z (Å)
O -4.6363 -3.7307 1.2023  -0.056
C -4.2114 -2.9266 0.0864  -0.237
C -2.8027 -2.3598 0.2146  -0.258
O -2.6798 -1.5823 1.3782  -0.084
H -4.2671 -3.2280 1.9398  0.073
H -4.2472 -3.5016 -0.8377  0.120
H -4.8328 -2.0337 -0.0354  0.112
H -2.5390 -1.8093 -0.6910  0.112
H -2.1816 -3.2426 0.4023  0.118
H -1.7939 -1.6337 1.7551  0.042
O 1.3879 2.6688 0.4306  -0.090
C 1.8735 3.9976 0.6259  -0.218
C 2.9322 4.2477 -0.4563  -0.222
O 4.1157 3.4649 -0.2259  -0.074
H 0.4308 2.6155 0.5430  0.034
H 1.0941 4.7597 0.5543  0.116
H 2.3338 4.1187 1.6086  0.118
H 3.1614 5.3098 -0.5376  0.114
H 2.4961 3.9765 -1.4209  0.107
H 3.8712 2.5732 0.0424  0.040
O 4.3557 0.7300 -0.4838  -0.077
C 3.2046 -0.1069 -0.6241  -0.198
C 3.4652 -1.0370 -1.8316  -0.215
O 3.5059 -0.3277 -3.0760  -0.055
H 4.7709 0.9773 -1.3107  0.077
H 3.1413 -0.6951 0.2898  0.124
H 2.3289 0.5271 -0.7504  0.078
H 2.7041 -1.8079 -1.9600  0.115
H 4.3875 -1.5854 -1.6249  0.120
H 4.2812 0.2291 -2.9569  0.073
O -0.0230 -0.4943 -2.5314  -0.084
C -0.7262 0.7332 -2.7028  -0.213
C 0.3044 1.8768 -2.6247  -0.222
O 1.0329 1.8018 -3.8430  -0.055
H -0.3143 -1.1044 -3.2111  0.102
H -1.2792 0.5788 -3.6301  0.127
H -1.5107 0.8665 -1.9476  0.097
H 0.9152 1.8280 -1.7219  0.086
H -0.2517 2.8127 -2.5504  0.120
H 1.6148 1.0344 -3.7931  0.063
O -4.2723 2.3951 -0.0744  -0.066
C -3.6795 1.3757 0.7481  -0.208
C -2.4373 1.8507 1.5392  -0.178
O -1.3705 2.0998 0.6393  -0.106
H -3.6584 2.9399 -0.5719  0.067
H -4.5006 1.0368 1.3771  0.128
H -3.3797 0.5215 0.1387  0.095
H -2.1952 1.0149 2.1929  0.123
H -2.6233 2.8046 2.0349  0.127
H -1.6690 2.6000 -0.1253  0.087
O -0.1199 -2.2309 2.5396  -0.100
C 0.5237 -3.1382 3.4536  -0.203
C 0.3858 -4.5967 3.0041  -0.228
O 0.6963 -4.6979 1.6285  -0.071
H 0.5303 -1.9071 1.9069  0.063
H 1.5560 -2.7863 3.5025  0.121
H 0.1300 -3.0173 4.4637  0.117
H -0.6662 -4.8607 3.1360  0.119
H 1.1010 -5.2405 3.5116  0.123
H 0.0753 -4.1703 1.1184  0.065
O 0.2319 -0.3914 0.3190  -0.031
H 0.2029 -0.5396 -0.6351  0.012
H -0.2737 0.4169 0.4590  0.015

Cartesian forces, eV/Å:
O 0.8 0.9 -0.8
C 0.0 0.8 0.1
C 0.3 -1.6 0.9
O -1.0 0.8 0.3
H -0.2 -0.2 0.4
H -0.2 -0.2 0.1
H -0.6 -0.2 0.1
H 0.2 -0.1 -0.1
H 0.5 0.0 -0.7
H 0.3 -0.3 -0.1
O 0.2 0.2 0.1
C 0.5 0.1 -0.7
C -0.1 -0.8 0.3
O -0.4 1.3 -0.1
H 0.1 0.1 0.4
H -0.2 -0.1 -0.2
H 0.0 -0.2 0.1
H 0.5 0.0 0.3
H -0.1 -0.1 -0.1
H -0.1 -0.3 -0.1
O 0.2 0.0 1.0
C 0.8 -0.3 -1.4
C -1.0 -0.3 0.5
O 0.4 0.0 0.8
H -0.2 0.1 -0.2
H -0.2 0.1 0.0
H -0.1 -0.3 0.0
H -0.2 0.2 0.2
H 0.3 0.2 -0.2
H 0.0 0.3 -0.8
O 0.2 -0.3 0.4
C -0.2 0.0 0.6
C -1.2 -1.1 -1.3
O 0.3 0.8 0.4
H 0.1 -0.2 0.1
H 0.2 1.1 -0.3
H 0.1 -0.2 0.4
H 0.1 -0.3 -0.1
H 0.2 0.3 -0.4
H 0.2 -0.1 0.2
O -0.3 -0.1 0.3
C 0.3 0.7 -0.3
C -1.7 0.0 -0.8
O 1.0 -0.4 -0.4
H 0.3 -0.2 0.0
H 0.2 0.1 0.3
H 0.1 0.0 0.0
H 0.5 0.3 0.2
H -0.3 -0.3 0.5
H -0.2 0.0 0.0
O -0.4 -0.5 0.4
C 0.6 0.5 -0.1
C -0.3 1.3 -0.8
O 0.5 -0.4 -0.4
H -0.1 0.2 -0.1
H 0.2 -0.5 0.1
H -0.4 0.1 -0.1
H 0.1 -0.5 0.4
H -0.3 -0.1 0.3
H -0.1 0.1 0.2
O 0.0 -0.3 0.2
H 0.0 -0.1 -0.2
H -0.1 0.1 0.1

***

# 2
ORCA calculation (the ωB97M-V functional and the def2-TZVPD basis) on a cluster of 10 separate species, C48H62F4N6 in total at a distorted geometry.

Summary:
E_tot = -2594.0143 Eh
energy above the lowest of the compared OMol25 structures with the same formula, charge and spin = 358.0 kJ/mol
highest occupied orbital energy = -0.3315 hartree
structure (SMILES) = Fc1ccccc1.Fc1ccccc1.Fc1ccccc1.Fc1ccccc1.CCCC#N.CCCC#N.CCCC#N.CCCC#N.CCCC#N.CCCC#N
frontier orbital gap = 9.5 eV
F_max = 6.11 eV/Å

Last column: Löwdin charge in e.
Element x y z (Å)
F -2.5219 -0.0145 -12.3498  0.046
C -1.8787 0.1247 -11.1592  -0.274
C -2.5538 0.0455 -10.0124  -0.034
C -1.9273 0.3310 -8.7891  -0.079
C -0.5794 0.5363 -8.7921  -0.103
C 0.1507 0.6589 -9.9881  -0.084
C -0.4828 0.4079 -11.1827  -0.012
H -3.6290 -0.0214 -9.9358  0.119
H -2.4894 0.4679 -7.8772  0.109
H -0.0842 0.8316 -7.8788  0.099
H 1.1629 1.0168 -10.1049  0.103
H 0.1059 0.5130 -12.0820  0.111
F -0.2513 6.6408 11.8976  0.059
C -1.0790 5.8090 11.2497  -0.258
C -2.4281 5.6318 11.7054  -0.010
C -3.2287 4.6789 11.0268  -0.079
C -2.7480 4.0293 9.8562  -0.093
C -1.4529 4.2576 9.3497  -0.084
C -0.6687 5.1533 10.0635  -0.033
H -2.8596 6.2348 12.4905  0.104
H -4.2131 4.6275 11.4679  0.094
H -3.3839 3.2736 9.4192  0.090
H -1.1320 3.6879 8.4902  0.103
H 0.3394 5.2860 9.6996  0.107
F -5.4418 -9.4996 1.7205  0.061
C -6.1461 -8.5088 1.1513  -0.290
C -7.4927 -8.7228 0.9017  -0.029
C -8.2908 -7.7328 0.3902  -0.089
C -7.6644 -6.5298 0.1400  -0.105
C -6.3233 -6.2381 0.4332  -0.063
C -5.5916 -7.2619 1.0071  -0.028
H -7.9438 -9.6982 1.0092  0.115
H -9.3215 -7.9205 0.1279  0.108
H -8.2524 -5.7485 -0.3184  0.096
H -5.9146 -5.2494 0.2862  0.106
H -4.5961 -7.1565 1.4125  0.118
F -1.9376 -7.0816 -6.1103  0.032
C -0.5792 -6.8771 -6.2846  -0.259
C -0.1058 -5.6363 -6.5503  -0.029
C 1.2496 -5.4528 -6.6225  -0.083
C 2.1250 -6.5156 -6.5152  -0.105
C 1.6449 -7.7627 -6.3021  -0.096
C 0.2891 -7.9235 -6.1067  -0.024
H -0.7644 -4.7852 -6.6414  0.123
H 1.6105 -4.4353 -6.5916  0.108
H 3.1985 -6.3994 -6.4936  0.105
H 2.2576 -8.6384 -6.1468  0.109
H -0.0591 -8.8654 -5.7091  0.119
C 7.1506 -6.1279 -0.1340  -0.114
C 6.3388 -6.6104 1.0676  -0.240
C 7.2226 -7.4805 2.1019  -0.167
C 6.3499 -8.0929 3.1631  -0.231
N 5.7211 -8.5965 3.9993  0.120
H 8.0042 -5.5322 0.1894  0.073
H 6.4513 -5.5538 -0.7419  0.073
H 7.5641 -6.9805 -0.6727  0.072
H 5.5034 -7.2613 0.8096  0.099
H 5.8458 -5.7829 1.5778  0.104
H 7.9458 -6.8829 2.6569  0.103
H 7.9246 -8.2028 1.6853  0.108
C 1.4065 -1.0773 1.3085  -0.105
C 0.1220 -0.2794 1.6306  -0.257
C -0.6759 0.3107 0.4253  -0.191
C -1.1717 -0.6016 -0.6191  -0.209
N -1.5764 -1.2558 -1.5121  0.127
H 1.1753 -2.0757 0.9371  0.070
H 2.0602 -1.2728 2.1585  0.070
H 1.8808 -0.4925 0.5203  0.068
H 0.2982 0.4828 2.3896  0.103
H -0.5159 -0.9940 2.1508  0.097
H -0.0782 1.1639 0.1047  0.115
H -1.5739 0.7711 0.8372  0.112
C -7.2557 6.3090 3.3832  -0.134
C -6.0850 6.9304 2.6575  -0.253
C -6.1245 6.7186 1.0992  -0.190
C -6.1816 5.3379 0.6742  -0.218
N -6.2674 4.1663 0.4113  0.133
H -7.0879 5.2406 3.2477  0.067
H -8.2664 6.5298 3.0401  0.080
H -7.1900 6.4970 4.4549  0.075
H -5.1767 6.4896 3.0685  0.109
H -6.2258 7.9551 3.0012  0.103
H -5.4230 7.3588 0.5642  0.114
H -7.0891 7.1560 0.8417  0.113
C -4.4455 8.8784 -5.0839  -0.106
C -4.9513 7.5798 -5.6451  -0.290
C -3.9640 6.5547 -6.0727  -0.197
C -3.0083 6.1275 -4.9628  -0.220
N -2.2984 5.7318 -4.1752  0.130
H -3.9877 9.5650 -5.7959  0.076
H -3.7475 8.8153 -4.2491  0.074
H -5.2788 9.4207 -4.6371  0.071
H -5.6202 7.6682 -6.5011  0.115
H -5.5162 7.0398 -4.8853  0.115
H -3.2845 6.8500 -6.8721  0.115
H -4.4940 5.6582 -6.3944  0.116
C 5.4810 1.0236 -4.2691  -0.102
C 6.6155 2.0867 -4.1680  -0.253
C 7.8023 1.7706 -5.0788  -0.179
C 8.4767 0.4791 -4.6608  -0.228
N 9.0663 -0.4341 -4.3276  0.132
H 4.6899 1.0485 -3.5197  0.069
H 5.8189 0.0097 -4.0545  0.064
H 5.1011 0.9198 -5.2855  0.071
H 6.8277 2.1949 -3.1043  0.105
H 6.3489 3.1051 -4.4507  0.101
H 8.4613 2.5935 -5.3556  0.115
H 7.3741 1.4610 -6.0322  0.106
C 5.3954 1.2202 11.8513  -0.086
C 6.6712 1.6213 11.0677  -0.262
C 7.1076 0.5326 10.0809  -0.190
C 6.2025 0.4380 8.9070  -0.250
N 5.5091 0.3582 7.9997  0.135
H 5.7014 0.4302 12.5371  0.074
H 4.7178 0.8271 11.0934  0.068
H 4.9555 2.0294 12.4341  0.073
H 7.4596 1.8432 11.7869  0.100
H 6.6709 2.5312 10.4676  0.105
H 6.9525 -0.4418 10.5442  0.115
H 8.0725 0.6305 9.5835  0.117

Cartesian forces, eV/Å:
F 0.2 -0.1 0.4
C 2.2 0.1 -2.0
C -1.7 0.7 2.3
C 0.3 -0.4 -0.7
C 1.4 1.3 0.3
C -0.8 -0.5 -0.4
C -1.1 0.0 0.1
H -0.1 -0.3 -0.6
H -0.1 -0.4 0.0
H 0.0 -0.2 0.2
H 0.2 -0.2 0.7
H -0.4 -0.1 -0.3
F 0.0 -0.1 -0.2
C -2.3 -1.1 -1.0
C 1.6 -0.6 -1.5
C 1.6 1.3 -0.3
C -0.3 0.0 1.1
C -1.9 0.2 1.7
C 1.0 0.4 0.6
H 0.3 -0.1 0.2
H -0.3 -0.7 -0.6
H -0.1 0.0 -0.3
H 0.3 0.3 0.0
H 0.2 0.3 0.2
F 0.3 -0.1 -0.1
C -1.4 0.2 0.5
C -0.1 -1.4 -0.2
C 1.0 0.4 -0.2
C -0.1 1.7 -0.6
C -1.1 -1.0 0.3
C 1.0 -0.1 0.2
H 0.3 -0.3 0.4
H 0.0 0.1 0.1
H -0.1 0.2 0.0
H 0.0 0.0 -0.1
H 0.2 0.3 -0.3
F 1.3 0.2 -0.2
C -1.3 -1.0 0.4
C -0.6 1.2 -0.3
C 0.7 0.6 0.4
C 1.2 0.8 -0.2
C -0.9 -1.1 0.6
C -0.6 -1.0 0.3
H -0.2 0.0 0.1
H 0.2 0.1 -0.5
H 0.1 0.4 -0.2
H 0.3 0.1 -0.1
H -0.3 -0.1 -0.3
C -0.5 -0.4 0.6
C 1.0 -1.4 1.1
C -1.0 1.0 0.6
C 0.1 -0.6 0.2
N 0.7 0.8 -1.2
H -0.2 0.3 -0.1
H 0.5 0.1 -0.4
H -0.2 0.1 -0.3
H 0.1 -0.1 -0.5
H 0.4 0.1 0.3
H -0.2 0.6 0.1
H -0.7 -0.4 -0.5
C -0.6 0.6 -0.6
C -0.5 -1.7 0.5
C 0.3 0.2 1.4
C -0.3 -1.4 -2.6
N 1.2 1.8 2.8
H -0.2 0.1 -0.3
H 0.0 0.6 0.1
H 0.7 -0.4 0.0
H 0.1 0.4 -0.4
H -0.4 0.1 0.0
H -0.1 -0.3 -1.0
H -0.1 0.0 0.1
C 0.3 -1.9 0.0
C -0.4 0.1 -0.1
C -1.1 1.6 1.2
C 0.0 -6.0 -1.1
N 0.4 5.8 1.2
H -0.6 -0.4 0.3
H 0.2 0.3 -0.2
H 0.0 0.1 0.0
H 0.1 0.3 0.0
H 1.0 0.5 -1.0
H 0.4 -0.5 0.0
H -0.2 -0.1 -0.4
C -0.2 1.0 0.4
C -0.6 -0.5 0.3
C 2.4 -1.1 0.7
C -2.4 0.8 -2.5
N 1.4 -0.6 1.6
H 0.0 -0.2 -0.3
H 0.2 -0.6 -0.1
H -0.2 0.1 -0.2
H -0.1 0.6 0.1
H -0.4 0.4 0.2
H -0.2 0.2 -0.2
H 0.1 -0.1 0.0
C 0.5 -0.4 -0.2
C -0.7 0.0 0.5
C -0.4 -2.3 -0.1
C -0.3 2.9 -0.5
N 0.5 -1.3 0.4
H -0.2 1.0 -0.3
H 0.9 0.0 0.0
H -0.4 0.4 0.0
H 0.7 -0.2 0.0
H -0.8 -0.1 -0.2
H 0.3 -0.2 0.7
H -0.2 0.2 -0.3
C 1.0 0.1 -1.1
C 0.6 0.6 0.1
C -1.2 -0.6 -0.7
C 0.1 0.4 0.7
N -0.3 0.0 -0.4
H -0.3 -0.1 0.0
H -0.5 0.0 0.4
H 0.0 0.0 -0.3
H 0.3 -0.4 0.0
H -0.9 0.3 0.2
H 0.7 -0.2 0.2
H 0.4 0.1 0.8

***

# 3
ORCA calculation (the ωB97M-V functional and the def2-TZVPD basis) on a structure of composition C30H42Br2N2P2Pd at a distorted geometry.

Summary:
E_tot = -7236.3429 Eh
highest occupied orbital energy (spin up / spin down) = -0.1863 / -0.2172 hartree
frontier orbital gap (spin up / spin down) = 4.9 / 6.1 eV
F_max = 2.72 eV/Å

Last column: Löwdin charge in e.
Element x y z (Å)
C -4.6057 -0.5734 1.2212  -0.032
C -4.0274 0.2388 0.2189  -0.279
C -4.4056 1.5879 0.0700  -0.038
C -5.2245 2.1264 1.0651  -0.162
N -5.6797 1.3875 2.0765  0.029
C -5.4136 0.0825 2.1559  -0.159
C -3.0680 -0.2649 -0.6833  0.000
C -1.8763 -0.5341 -1.0566  -0.069
C -1.4906 -1.2009 -2.2633  -0.288
C -0.1226 -1.3483 -2.4424  -0.134
C 0.4400 -1.7758 -3.6430  -0.134
C -0.4663 -2.0005 -4.6768  -0.660
C -1.8644 -2.0301 -4.4910  -0.104
C -2.3952 -1.6058 -3.2650  -0.007
Pd 0.4749 0.0242 -0.2316  0.281
P -0.0342 0.9122 1.8293  0.846
H -3.9873 2.1713 -0.7557  0.113
H -4.3450 -1.6351 1.2752  0.114
H -5.4543 3.1942 1.0422  0.103
H -5.7997 -0.4719 3.0130  0.100
H -3.4570 -1.5137 -3.0218  0.119
H 0.5916 -1.1062 -1.6171  0.001
H -2.5202 -2.3517 -5.2865  0.097
H 1.5137 -1.8940 -3.7424  0.100
C 1.5013 1.3452 2.7344  -0.398
C 1.3805 2.3459 3.8811  -0.151
H 2.1942 1.7537 1.9819  0.054
H 1.9846 0.4253 3.0977  0.078
H 2.3783 2.5176 4.2957  0.071
H 1.0000 3.3158 3.5474  0.068
H 0.7551 1.9827 4.7029  0.057
C -1.0551 2.4284 1.6769  -0.382
C -1.9144 2.7824 2.8868  -0.150
H -1.7098 2.2560 0.8102  0.059
H -0.4206 3.2859 1.4087  0.061
H -2.4133 3.7421 2.7059  0.074
H -2.7066 2.0421 3.0508  0.063
H -1.3392 2.8955 3.8143  0.053
C -1.0255 -0.2854 2.7880  -0.384
C -1.0042 -0.1351 4.3062  -0.155
H -0.6239 -1.2720 2.5154  0.065
H -2.0638 -0.2842 2.4199  0.067
H -1.6058 -0.9393 4.7460  0.072
H 0.0074 -0.2260 4.7141  0.063
H -1.4390 0.8084 4.6558  0.055
Br 0.3298 -2.2804 -6.4147  0.671
P 1.2393 1.8599 -1.5691  0.853
C 1.4761 3.3935 -0.6330  -0.411
C 2.5287 4.3688 -1.1468  -0.147
H 1.6863 3.0921 0.4041  0.041
H 0.4952 3.8886 -0.6097  0.076
H 2.5763 5.2223 -0.4600  0.072
H 3.5304 3.9302 -1.2035  0.065
H 2.2671 4.7680 -2.1335  0.059
C 2.8242 1.3680 -2.2991  -0.412
C 3.2530 2.0091 -3.6125  -0.152
H 2.7733 0.2749 -2.3947  0.057
H 3.5762 1.5759 -1.5259  0.077
H 4.2145 1.5706 -3.9021  0.070
H 2.5509 1.8321 -4.4339  0.069
H 3.4105 3.0884 -3.5090  0.057
C 0.0444 2.2088 -2.8855  -0.393
C 0.1145 3.5877 -3.5350  -0.150
H -0.9431 2.0312 -2.4348  0.069
H 0.1780 1.4218 -3.6398  0.079
H -0.6501 3.6396 -4.3179  0.072
H -0.0792 4.4020 -2.8287  0.065
H 1.0816 3.7661 -4.0172  0.056
Br 5.3345 -2.3537 2.0964  0.731
C 3.6545 -2.6429 1.2523  -0.661
C 3.1953 -3.9416 1.0266  -0.107
C 1.9288 -4.0987 0.4587  -0.041
C 1.1841 -2.9635 0.1192  -0.120
N 1.6469 -1.7253 0.3513  -0.068
C 2.8638 -1.5399 0.9013  -0.173
H 3.8215 -4.7863 1.2959  0.105
H 1.5101 -5.0742 0.2290  0.109
H 0.2208 -3.0450 -0.3909  0.111
H 3.1896 -0.5103 1.0411  0.093

Cartesian forces, eV/Å:
C 0.0 0.7 0.3
C 0.1 -0.2 -0.8
C -0.3 0.2 0.9
C 0.7 -0.6 -0.7
N -0.6 0.4 0.7
C 0.7 -0.3 -0.8
C 1.6 -0.3 0.6
C -2.5 0.3 0.9
C 0.7 0.0 -0.6
C 0.9 -0.6 -0.4
C -1.1 0.3 0.1
C 0.2 -0.4 -0.2
C 0.4 0.4 0.5
C 0.9 0.1 0.0
Pd -0.7 1.8 0.5
P -0.5 -0.5 -1.6
H -0.2 -0.1 0.4
H -0.2 0.5 0.1
H -0.2 -0.3 0.2
H -0.1 0.3 -0.2
H 0.3 -0.2 -0.5
H -0.4 -0.6 -1.1
H 0.1 0.1 -0.2
H -0.2 0.1 -0.2
C 0.0 0.2 0.4
C 0.3 0.1 0.3
H -0.2 -0.2 0.1
H -0.3 0.1 -0.1
H -0.1 0.1 0.0
H 0.0 -0.2 0.0
H 0.0 0.1 -0.2
C -0.2 0.2 0.4
C -0.3 0.4 0.2
H 0.2 -0.1 0.2
H 0.0 -0.3 0.1
H 0.0 -0.1 0.1
H 0.2 0.1 0.0
H -0.1 -0.1 -0.3
C 0.1 -0.1 0.7
C -0.4 -0.3 0.4
H -0.1 0.2 0.0
H 0.4 0.2 -0.1
H 0.1 0.1 0.1
H -0.1 0.0 -0.1
H 0.2 -0.2 -0.1
Br -0.5 -0.1 0.3
P -0.7 -1.7 1.2
C 0.2 0.5 -0.1
C 0.0 0.5 0.2
H 0.0 0.2 -0.3
H 0.1 -0.1 0.0
H 0.2 0.0 -0.1
H -0.2 0.0 0.0
H 0.1 -0.2 0.2
C 0.3 0.4 -0.5
C 0.6 0.0 -0.2
H 0.0 0.3 0.0
H -0.1 -0.1 0.0
H -0.1 0.1 -0.2
H 0.0 0.0 0.2
H -0.1 -0.2 0.0
C 0.0 0.3 -0.3
C -0.2 0.0 -0.5
H 0.2 0.0 -0.1
H -0.1 0.1 0.1
H 0.1 0.2 0.1
H 0.1 -0.2 -0.1
H -0.1 0.0 0.1
Br -0.2 0.0 -0.2
C -0.4 0.3 0.0
C -0.3 0.3 0.0
C 0.0 0.4 -0.2
C 0.8 -0.2 0.4
N 0.9 -0.6 0.1
C -0.3 -1.2 -0.1
H -0.2 0.1 -0.1
H 0.2 0.1 0.1
H 0.2 0.1 0.3
H 0.0 -0.3 0.0